Molecular formula: C21H30CaNO2P2
Method: DFT, ωB97M-V/def2-TZVPD

E (eV): -64855.6396
Total charge: +1
Energy above the lowest of the compared OMol25 structures with the same formula, charge and spin (kJ/mol): 49.8
M (Da): 430.5
HOMO energy (spin up / spin down) (eV): -8.70 / -8.70

Structure (XYZ):
```
57
Properties=species:S:1:pos:R:3:forces:R:3
Ca -0.802 -0.246 0.381 0.548 0.379 1.866
P 0.371 0.867 2.521 0.364 1.846 0.192
C 0.301 2.505 1.756 -1.398 0.247 -1.549
C 0.565 2.749 0.382 -1.065 -0.920 1.792
N 0.468 1.675 -0.524 -0.413 -0.225 -0.217
C 0.851 1.911 -1.791 0.882 1.327 0.203
C 1.406 3.127 -2.154 -0.101 -1.715 -1.289
C 1.429 4.236 -1.304 -0.520 0.274 1.446
C 0.904 4.080 -0.038 0.123 0.395 -1.277
C 0.874 0.832 -2.863 -0.384 -0.553 -0.070
P -0.442 -0.466 -2.913 1.233 1.933 0.078
H 0.747 4.926 0.651 0.377 -0.638 -0.302
H 1.841 3.111 -3.140 0.050 0.621 -0.182
H 1.850 5.175 -1.655 -0.222 -0.093 0.122
H 0.657 1.300 -3.838 1.085 0.010 0.179
H 1.831 0.276 -2.765 -0.432 0.383 -0.566
H -3.318 2.698 1.198 0.674 -0.080 0.698
H -0.248 3.316 2.247 0.740 -0.090 0.287
H -4.661 -0.677 -2.649 -0.679 0.901 -0.987
O -3.337 1.774 1.510 0.789 0.912 -0.328
H -4.013 1.494 0.920 -1.322 -1.068 -0.515
H -0.810 0.004 -1.540 -0.346 -1.150 -2.243
O -4.541 -1.616 -2.572 0.825 0.189 1.040
H -4.206 -1.564 -1.661 -0.150 -1.050 -0.057
C -1.683 0.129 -4.106 -0.287 -0.248 1.054
H -1.123 0.332 -5.037 -0.554 -0.056 0.365
H -2.482 -0.626 -4.200 0.386 0.231 -0.328
H -2.139 1.025 -3.662 0.227 -0.013 -0.460
C 0.367 -1.884 -3.758 -0.154 -0.718 0.748
H -0.245 -2.804 -3.693 0.361 0.488 -0.041
H 0.435 -1.569 -4.821 -0.037 -0.008 0.649
H 1.370 -2.062 -3.324 -0.626 0.093 -0.191
C 2.166 1.053 2.905 0.279 -0.913 0.393
H 2.276 1.740 3.761 0.004 -0.175 -0.464
H 2.607 0.081 3.154 0.083 0.149 0.085
H 2.682 1.446 2.008 -0.438 -0.189 0.521
C -0.579 1.112 4.079 0.235 -0.439 0.173
H -0.595 0.119 4.549 -0.096 0.317 0.146
H -0.128 1.829 4.780 -0.126 -0.121 -0.317
H -1.621 1.394 3.855 0.436 -0.044 -0.026
C 0.756 -4.882 3.331 0.680 0.201 -0.518
C -0.322 -3.997 3.121 -0.263 0.549 -0.351
C -0.233 -2.972 2.183 0.350 -0.639 0.273
C 0.953 -2.776 1.411 1.131 -1.286 0.560
C 1.111 -1.715 0.496 -1.699 0.992 -0.979
C 2.285 -1.544 -0.179 0.788 -1.010 0.235
C 3.364 -2.464 0.004 0.129 -0.122 0.114
C 3.262 -3.519 0.887 -0.005 0.371 -0.371
C 2.063 -3.699 1.627 -0.958 0.558 0.234
C 1.921 -4.728 2.586 -0.499 -0.365 0.519
H 0.673 -5.675 4.079 0.051 0.296 -0.314
H -1.231 -4.125 3.712 0.227 0.086 -0.206
H -1.095 -2.296 2.047 0.298 -0.293 0.138
H 2.433 -0.705 -0.859 0.035 -0.038 0.051
H 4.280 -2.329 -0.568 -0.048 -0.031 0.129
H 4.090 -4.225 1.035 -0.362 0.356 -0.101
H 2.755 -5.415 2.746 -0.203 0.188 -0.037
```
Positions in Å, forces in eV/Å.